C18H24NO2PdSe4 as an isolated structure, computed with ωB97M-V with the def2-TZVPD basis set.

Structure (XYZ):
```
50
Properties=species:S:1:pos:R:3:forces:R:3
H -3.26158 -0.78081 -1.80210 -0.0191 -0.0139 0.0455
H -3.01619 1.19029 4.48215 -0.0006 -0.0004 -0.0001
H 3.12178 4.77932 -2.06168 0.0615 -0.0131 -0.0562
H -3.45444 -2.32130 0.24553 0.0014 -0.0144 -0.0060
H 4.08277 3.43389 -3.98049 0.0090 -0.0530 0.0028
C -1.62911 0.92743 2.86794 -0.0056 0.0238 -0.0451
C 3.10178 3.21572 -3.55945 -0.0447 -0.0280 0.1524
C -2.19569 -0.79861 -1.57722 0.0517 0.0598 -0.0114
C -2.01777 -0.51557 6.27036 0.0059 0.0252 -0.0131
H 5.23513 1.13323 -3.10430 0.0211 -0.0321 0.0205
H -1.77252 -3.19939 -2.99769 -0.0036 0.0049 0.0092
C 0.14433 -0.65945 3.25211 0.0180 -0.0028 -0.0244
H 0.08843 -3.33443 -1.05092 -0.0288 -0.0251 0.0034
H 0.12905 -1.84502 -0.07488 0.0310 0.0117 -0.0044
Se 2.81570 1.28201 -3.72376 -0.2648 0.0540 -0.0513
C 1.66746 3.56980 0.48481 0.0556 -0.0100 0.0221
H 1.91540 4.62040 0.61448 0.0034 -0.0065 -0.0149
H -2.12384 1.63928 2.21999 0.0043 -0.0034 0.0056
H 1.02934 -1.17488 2.90378 -0.0001 -0.0015 0.0047
C -2.28748 -3.27456 -2.03506 -0.0733 -0.1044 -0.0418
H 4.38142 -0.38672 -2.76054 -0.0107 -0.0050 -0.0195
C -0.35398 -0.91250 4.51607 0.0072 -0.0030 -0.0082
N -2.43621 -0.73038 7.31806 -0.0039 -0.0102 0.0001
H -2.01698 -1.55518 0.95528 0.0118 0.0141 0.0105
C -1.49500 -0.24594 4.95757 -0.0048 -0.0179 0.0176
H 2.35400 3.67885 -4.20247 -0.0331 -0.0093 0.0260
Se 1.24994 3.27856 -1.38205 0.0300 0.0359 -0.0463
H 2.48520 2.92008 0.77942 0.0047 0.0022 0.0274
Pd 1.19391 0.92634 -1.82884 0.3214 -0.0246 0.4017
C -2.13202 0.67660 4.13085 0.0095 -0.0059 0.0037
H 0.77341 3.31442 1.04383 -0.0066 -0.0083 0.0130
H 0.13591 -1.62507 5.16526 -0.0040 0.0020 0.0063
H -4.15093 -3.86008 -1.86975 -0.0047 -0.0090 -0.0202
Se -1.32306 -0.35733 -3.26857 -0.0459 -0.2174 -0.0659
C 4.33678 0.69583 -2.67439 0.1583 -0.0120 -0.0166
C 3.01045 3.69638 -2.12512 -0.0253 0.0925 -0.0864
O -1.92408 -3.62830 0.79306 0.0036 0.0052 0.0205
H 4.22316 0.96900 -1.62954 -0.0053 0.0202 -0.0082
C -1.77445 -2.18416 -1.09114 0.1083 0.0325 -0.0949
C -2.36283 -2.36841 0.30912 -0.0122 -0.0454 0.0037
C 0.46475 0.66066 -0.02380 -0.2051 0.0500 -0.2238
C 0.01506 0.49663 1.08918 0.1193 0.0650 0.0295
C -0.24633 -2.30153 -0.98523 -0.0013 0.1514 -0.0575
H 3.76493 3.22710 -1.49639 -0.0199 0.0203 0.0382
O -3.67740 -3.12519 -2.26723 0.0329 0.0136 0.0301
Se 0.65986 -1.36907 -2.47492 -0.1287 0.0058 0.0002
C -0.48671 0.26312 2.41308 -0.0753 -0.0477 0.0438
H -1.93592 -0.03246 -0.84928 -0.0319 0.0209 -0.0197
H -2.25208 -3.75981 1.68789 -0.0070 0.0026 -0.0106
H -2.05334 -4.24880 -1.60303 -0.0037 0.0104 0.0079
```
Forces are in eV/Å.

As for the charge: +1. As for the spin multiplicity: 1. The lowest unoccupied orbital energy comes out at -3.6 eV. As for the orbital gap: 7.6 eV. For the relative energy (zero: lowest compared OMol25 entry of this formula, charge and spin), the calculation gives 0.000 eV. The value obtained for the HOMO energy is -0.4120 Eh. As for the total energy: -289498.20633 eV.